Entry 1:
{"formula": "C7H8O", "method": "ωB97M-V/def2-TZVPD", "energy_ha": -346.52931, "lumo_energy_ha": [-0.0130, -0.0073], "de_lowest_kj_mol": 646.4, "homo_ev": [-7.7, -8.6], "multiplicity": 1, "species": ["C", "C", "C", "C", "O", "H", "H", "H", "H", "C", "C", "C", "H", "H", "H", "H"], "xyz": [[1.622, 0.939, -0.759], [1.275, -0.354, -0.070], [-0.123, -1.082, -0.535], [-0.374, -1.473, -1.692], [2.021, -1.013, 0.602], [2.266, 1.521, -0.100], [2.166, 0.719, -1.681], [0.728, 1.513, -0.995], [-0.350, -1.698, -2.732], [-0.962, -1.117, 0.873], [-1.513, 1.376, 1.198], [-0.830, 0.264, 1.252], [-2.470, 1.437, 0.669], [-1.165, 2.299, 1.651], [-1.977, -1.542, 0.873], [-0.314, -1.789, 1.446]], "mulliken_charge": [-1.11, 0.70, 0.16, -0.76, -0.52, 0.33, 0.33, 0.31, 0.43, -0.27, -0.76, 0.02, 0.25, 0.26, 0.44, 0.20]}

Entry 2:
{"formula": "C22H19ClNiO6PS", "method": "ωB97M-V/def2-TZVPD", "total_charge": -1, "energy_ha": -4009.35703, "lumo_energy_ha": 0.1023, "de_lowest_kj_mol": 0.0, "homo_ev": -5.3, "multiplicity": 1, "species": ["Ni", "O", "S", "O", "O", "C", "C", "C", "C", "C", "C", "P", "C", "C", "C", "C", "C", "C", "C", "C", "C", "C", "C", "C", "H", "H", "H", "H", "H", "H", "H", "H", "H", "H", "H", "H", "H", "H", "Cl", "C", "C", "O", "O", "H", "H", "C", "C", "O", "H", "H", "H"], "xyz": [[-0.486, 0.316, 0.390], [1.817, 2.760, 1.354], [0.673, 2.834, 2.971], [-0.530, 3.305, 2.315], [0.672, 1.417, 3.312], [2.904, 2.041, 1.569], [3.978, 2.559, 2.318], [5.121, 1.815, 2.514], [5.238, 0.535, 1.974], [4.184, 0.014, 1.244], [3.008, 0.741, 1.044], [1.639, 0.081, 0.025], [1.977, 0.742, -1.641], [2.985, 1.668, -1.890], [3.133, 2.212, -3.161], [2.284, 1.821, -4.186], [1.287, 0.887, -3.944], [1.122, 0.352, -2.674], [2.105, -1.683, -0.073], [1.845, -2.449, 1.063], [2.182, -3.792, 1.096], [2.769, -4.388, -0.015], [3.013, -3.634, -1.153], [2.685, -2.284, -1.180], [3.876, 3.558, 2.722], [5.936, 2.234, 3.094], [6.136, -0.050, 2.121], [4.274, -0.981, 0.827], [3.647, 1.980, -1.093], [3.911, 2.943, -3.343], [2.401, 2.246, -5.176], [0.626, 0.574, -4.743], [0.342, -0.378, -2.472], [1.367, -1.986, 1.919], [1.978, -4.375, 1.985], [3.025, -5.441, 0.005], [3.456, -4.097, -2.026], [2.873, -1.706, -2.076], [-2.583, -4.550, -0.986], [-1.315, -3.790, 0.031], [-1.001, -2.349, -0.403], [-1.021, -1.518, 0.558], [-0.716, -2.136, -1.576], [-0.417, -4.392, -0.085], [-1.661, -3.814, 1.059], [-0.501, 3.272, -0.666], [-0.885, 2.003, -0.009], [-2.010, 1.562, 0.154], [-1.292, 4.015, -0.565], [-0.363, 3.023, -1.724], [0.442, 3.627, -0.266]], "mulliken_charge": [0.16, -0.64, 0.53, -0.52, -0.50, 0.27, -0.32, -0.61, -0.81, -0.79, 0.23, 1.95, 0.03, -0.32, -0.65, -0.56, -0.80, -0.13, 0.04, 0.03, -0.85, -0.41, -0.77, -0.10, 0.46, 0.35, 0.42, 0.41, 0.34, 0.40, 0.36, 0.43, 0.39, 0.40, 0.37, 0.34, 0.38, 0.36, -0.26, -0.22, 0.77, -0.85, -0.68, 0.08, 0.32, -1.01, 0.68, -0.55, 0.39, 0.29, 0.17]}

Entry 3:
{"formula": "H3OP", "method": "ωB97M-V/def2-TZVPD", "energy_ha": -418.24864, "lumo_energy_ha": -0.0568, "de_lowest_kj_mol": 304.1, "homo_ev": -9.1, "multiplicity": 1, "species": ["O", "P", "H", "H", "H"], "xyz": [[-0.154, 0.881, -0.382], [0.264, -0.570, 0.024], [-1.459, 0.464, -1.114], [1.059, -0.166, 1.151], [-0.740, -0.798, 0.992]], "mulliken_charge": [-0.46, 0.03, 0.37, 0.03, 0.02]}

Entry 4:
{"formula": "C3H2O2Yb", "method": "ωB97M-V/def2-TZVPD", "total_charge": 2, "energy_ha": -1423.79941, "lumo_energy_ha": [-0.2972, -0.5003], "s_squared": 2.00, "de_lowest_kj_mol": 133.7, "homo_ev": [-13.2, -16.9], "multiplicity": 3, "species": ["O", "C", "C", "H", "H", "C", "O", "Yb"], "xyz": [[1.302, -0.224, -0.734], [-0.098, -1.847, 1.360], [-0.990, -1.668, 0.554], [0.606, -1.966, 2.166], [-1.840, -1.505, -0.088], [1.155, 0.992, -1.044], [0.672, 2.046, -1.144], [-0.807, 4.171, -1.070]], "mulliken_charge": [-0.40, 0.11, 0.03, 0.41, 0.42, 0.80, -0.19, 0.82]}

Entry 5:
{"formula": "C6H14ClO3PS", "method": "ωB97M-V/def2-TZVPD", "energy_ha": -1662.35260, "lumo_energy_ha": [0.0215, -0.0963], "de_lowest_kj_mol": 334.7, "homo_ev": [-9.2, -6.8], "multiplicity": 1, "species": ["C", "C", "C", "C", "C", "C", "O", "O", "O", "P", "S", "Cl", "H", "H", "H", "H", "H", "H", "H", "H", "H", "H", "H", "H", "H", "H"], "xyz": [[0.478, 0.067, -3.428], [1.301, 1.313, 2.765], [-3.320, -1.225, 0.177], [1.757, -0.375, -2.595], [1.102, 1.784, 1.313], [-1.545, -1.218, 2.101], [0.210, -1.510, -0.412], [1.935, 0.379, -1.456], [0.226, 0.938, 0.461], [1.173, -0.339, -0.075], [-3.222, -1.586, 1.981], [-0.959, -0.751, 3.587], [0.293, -0.588, -4.350], [-0.389, -0.219, -2.793], [0.410, 1.131, -3.548], [2.054, 1.957, 3.365], [0.305, 1.223, 3.140], [1.711, 0.295, 2.620], [-2.443, -1.625, -0.317], [-3.123, -0.212, 0.035], [-4.268, -1.455, -0.223], [2.798, -0.203, -3.114], [1.627, -1.422, -2.297], [2.130, 1.758, 0.837], [0.801, 2.813, 1.086], [-1.042, -0.928, 1.139]], "mulliken_charge": [-0.82, -0.80, -0.88, -0.32, -0.44, 0.48, -0.54, -0.32, -0.24, 0.60, -0.11, -0.21, 0.32, 0.14, 0.31, 0.34, 0.15, 0.29, 0.24, 0.34, 0.39, 0.26, 0.35, 0.32, 0.41, -0.27]}

Entry 6:
{"formula": "C5H9NO4", "method": "ωB97M-V/def2-TZVPD", "energy_ha": -551.60716, "smiles": "O=C1N[C@H]([C@H]2CO2)CO1.O", "lumo_energy_ha": 0.0190, "de_lowest_kj_mol": 217.0, "homo_ev": -10.6, "multiplicity": 1, "species": ["O", "C", "N", "C", "C", "O", "C", "C", "O", "H", "H", "H", "H", "H", "H", "H", "H", "O", "H"], "xyz": [[2.278, -2.106, -1.328], [1.597, -1.441, -0.585], [0.378, -0.757, -0.892], [-0.402, -0.555, 0.323], [0.695, -0.718, 1.386], [1.712, -1.503, 0.751], [-1.080, 0.794, 0.360], [-2.474, 0.952, -0.052], [-2.107, 0.934, 1.323], [-0.087, -1.012, -1.754], [-1.164, -1.342, 0.429], [1.134, 0.250, 1.667], [0.347, -1.245, 2.279], [-0.407, 1.654, 0.269], [-2.811, 1.920, -0.431], [-3.035, 0.078, -0.394], [1.233, 0.925, -1.443], [2.054, 1.519, -1.430], [2.139, 1.656, -0.477]], "mulliken_charge": [-0.58, 0.65, -0.40, 0.14, -0.51, -0.32, -0.02, -0.45, -0.45, 0.21, 0.31, 0.29, 0.30, 0.29, 0.27, 0.23, 0.36, -0.64, 0.32]}

Entry 7:
{"formula": "C10H24O4P2", "method": "ωB97M-V/def2-TZVPD", "energy_ha": -1379.23793, "lumo_energy_ha": 0.0299, "homo_ev": -9.2, "multiplicity": 1, "species": ["C", "C", "C", "C", "C", "C", "C", "C", "O", "P", "O", "O", "O", "P", "C", "C", "H", "H", "H", "H", "H", "H", "H", "H", "H", "H", "H", "H", "H", "H", "H", "H", "H", "H", "H", "H", "H", "H", "H", "H"], "xyz": [[3.759, 1.638, 0.762], [3.367, 0.329, 0.070], [1.862, 0.022, 0.175], [1.507, -1.454, 0.419], [1.066, -2.186, -0.855], [-0.428, -2.000, -1.123], [-1.312, -2.800, -0.161], [-2.536, -2.068, 0.348], [-2.188, -1.318, 1.528], [-2.375, 0.238, 1.628], [-1.880, 0.839, 2.863], [-3.941, 0.469, 1.362], [-1.701, 0.755, 0.281], [-1.856, 2.401, -0.139], [-0.103, 2.864, 0.054], [-1.899, 2.120, -1.940], [4.681, 2.056, 0.356], [3.894, 1.489, 1.835], [2.976, 2.391, 0.641], [3.673, 0.377, -0.977], [3.934, -0.494, 0.513], [1.443, 0.626, 0.985], [1.367, 0.356, -0.742], [2.356, -1.968, 0.877], [0.692, -1.498, 1.148], [1.630, -1.810, -1.712], [1.279, -3.257, -0.775], [-0.668, -0.934, -1.043], [-0.647, -2.299, -2.150], [-0.738, -3.103, 0.719], [-1.649, -3.722, -0.642], [-3.324, -2.763, 0.638], [-2.943, -1.397, -0.412], [-4.309, 1.007, 2.081], [0.189, 2.699, 1.092], [0.011, 3.922, -0.190], [0.539, 2.266, -0.593], [-1.038, 1.531, -2.261], [-1.876, 3.087, -2.447], [-2.812, 1.590, -2.212]], "mulliken_charge": [-1.21, -0.44, -0.10, -0.67, -1.23, 0.23, -0.76, -0.59, -0.36, 0.66, -0.72, -0.52, 0.56, -0.16, -0.93, -1.03, 0.37, 0.34, 0.24, 0.32, 0.30, 0.26, 0.01, 0.53, 0.26, 0.47, 0.37, -0.37, 0.46, 0.34, 0.41, 0.44, 0.28, 0.33, 0.29, 0.50, 0.15, 0.26, 0.40, 0.32]}

Entry 8:
{"formula": "C38H66BFO32S6Zn", "method": "ωB97M-V/def2-TZVPD", "total_charge": -2, "energy_ha": -8188.35019, "lumo_energy_ha": 0.0526, "homo_ev": -3.5, "multiplicity": 1, "species": ["Zn", "C", "C", "O", "H", "H", "H", "H", "H", "C", "C", "O", "H", "H", "H", "H", "H", "F", "O", "C", "O", "B", "O", "C", "O", "O", "C", "O", "C", "O", "O", "O", "S", "O", "O", "C", "C", "C", "H", "H", "H", "H", "H", "H", "H", "H", "O", "S", "O", "O", "C", "C", "C", "H", "H", "H", "H", "H", "H", "H", "H", "O", "S", "O", "O", "C", "C", "C", "H", "H", "H", "H", "H", "H", "H", "H", "O", "S", "O", "O", "C", "C", "C", "H", "H", "H", "H", "H", "H", "H", "H", "O", "S", "O", "O", "C", "C", "C", "H", "H", "H", "H", "H", "H", "H", "H", "O", "S", "O", "O", "C", "C", "C", "H", "H", "H", "H", "H", "H", "H", "H", "C", "C", "C", "O", "C", "C", "C", "O", "H", "H", "H", "H", "C", "C", "C", "O", "C", "C", "C", "O", "H", "H", "H", "H"], "xyz": [[0.675, -0.232, -3.779], [2.265, 0.729, -7.420], [2.469, 1.309, -5.952], [2.265, 0.388, -4.914], [2.072, 1.402, -8.255], [1.622, -0.149, -7.481], [3.220, 0.296, -7.719], [1.836, 2.188, -5.834], [3.512, 1.577, -6.125], [-0.079, -0.285, 0.547], [1.131, -0.585, -0.411], [0.607, -0.778, -1.681], [-0.632, 0.582, 0.186], [0.263, -0.039, 1.552], [-0.889, -1.015, 0.561], [1.625, -1.453, 0.025], [1.789, 0.278, -0.316], [-0.963, -0.111, -4.874], [0.962, -7.921, 2.576], [0.867, -6.741, 2.461], [1.924, -5.911, 2.666], [1.522, -4.488, 2.832], [0.079, -4.474, 2.406], [-0.337, -5.770, 2.259], [-1.467, -6.111, 2.148], [2.360, -3.543, 1.955], [2.948, -2.706, 2.811], [3.650, -1.700, 2.591], [2.425, -2.986, 4.271], [1.645, -4.007, 4.216], [2.839, -2.356, 5.247], [-3.284, 5.678, 1.274], [-3.669, 4.562, 2.213], [-3.907, 3.193, 1.783], [-2.605, 4.572, 3.476], [-1.857, 3.418, 3.879], [-0.576, 3.488, 2.932], [-5.136, 5.148, 3.262], [-2.608, 2.629, 3.905], [-1.790, 3.511, 4.963], [0.154, 2.680, 2.875], [0.054, 4.329, 3.222], [-0.947, 3.526, 1.907], [-5.976, 5.381, 2.606], [-4.784, 5.985, 3.864], [-5.239, 4.289, 3.925], [0.362, -2.352, -4.394], [-0.367, -3.653, -4.215], [-0.968, -4.288, -5.359], [0.740, -4.780, -3.643], [1.803, -4.368, -2.850], [2.391, -5.708, -2.419], [-1.587, -3.497, -2.743], [1.446, -3.770, -2.012], [2.424, -3.680, -3.424], [1.613, -6.471, -2.366], [3.019, -5.630, -1.532], [3.172, -5.987, -3.125], [-1.142, -3.873, -1.821], [-2.321, -4.224, -3.090], [-1.838, -2.443, -2.628], [7.007, 0.560, -1.057], [6.752, 0.103, -2.464], [7.590, 0.457, -3.625], [6.452, -1.554, -2.481], [6.516, -2.313, -1.354], [5.354, -1.960, -0.489], [5.093, 0.590, -3.069], [7.460, -2.106, -0.850], [6.481, -3.386, -1.542], [4.373, -1.906, -0.962], [5.586, -1.005, -0.018], [5.319, -2.742, 0.269], [5.237, 0.841, -4.120], [4.933, 1.581, -2.645], [4.347, -0.139, -2.754], [0.433, 1.589, -2.874], [0.742, 2.880, -2.267], [-0.151, 3.543, -1.325], [2.285, 2.868, -1.582], [2.293, 3.003, -0.189], [3.557, 2.654, 0.441], [1.005, 4.082, -3.619], [1.459, 2.433, 0.220], [2.017, 4.042, -0.009], [4.368, 3.302, 0.110], [3.855, 1.632, 0.205], [3.564, 2.793, 1.522], [1.310, 5.083, -3.314], [0.389, 3.929, -4.505], [1.950, 3.710, -4.013], [-3.539, 1.310, -5.287], [-4.836, 1.616, -4.723], [-5.936, 0.638, -4.546], [-4.611, 2.304, -3.187], [-3.732, 3.419, -3.050], [-3.235, 3.608, -1.561], [-5.675, 3.076, -5.540], [-4.155, 4.363, -3.394], [-2.878, 3.216, -3.696], [-2.558, 4.416, -1.282], [-2.687, 2.670, -1.462], [-4.055, 3.727, -0.853], [-6.462, 2.671, -6.176], [-4.993, 3.645, -6.171], [-6.036, 3.698, -4.721], [-4.791, -2.451, 2.555], [-4.747, -3.031, 1.180], [-5.631, -4.145, 0.854], [-4.821, -1.866, 0.049], [-4.302, -0.581, 0.288], [-5.118, 0.410, -0.577], [-2.962, -3.649, 0.806], [-3.248, -0.546, 0.015], [-4.250, -0.262, 1.329], [-4.838, 0.365, -1.629], [-4.916, 1.414, -0.203], [-6.179, 0.184, -0.476], [-2.510, -3.811, 1.785], [-2.528, -2.929, 0.111], [-3.152, -4.600, 0.309], [3.528, 1.814, 6.398], [2.162, 1.922, 6.472], [1.174, 1.544, 5.377], [-0.018, 1.695, 5.469], [2.022, 1.075, 4.223], [3.330, 0.943, 4.157], [4.208, 1.306, 5.225], [5.459, 1.136, 5.189], [4.018, 2.239, 7.261], [1.787, 2.119, 7.465], [1.504, 0.844, 3.304], [3.603, 0.720, 3.137], [-2.113, -0.720, 3.465], [-1.440, -1.775, 4.066], [-1.750, -2.189, 5.440], [-0.929, -3.055, 5.936], [-2.826, -1.517, 6.074], [-3.526, -0.541, 5.423], [-3.291, -0.045, 4.045], [-4.010, 0.724, 3.440], [-1.733, -0.294, 2.548], [-0.654, -2.207, 3.465], [-3.086, -1.961, 7.023], [-4.399, -0.272, 5.999]], "mulliken_charge": [2.06, -1.28, -0.03, -0.47, 0.36, 0.27, 0.33, 0.03, 0.14, 1.15, -0.02, -1.04, 0.15, -0.87, -0.29, 0.12, -0.64, -0.88, -0.60, 0.16, -0.58, 0.74, 0.17, 0.65, -0.59, -0.12, 0.51, -0.67, 0.48, -0.48, -0.69, -0.61, 1.04, -0.28, -0.40, 0.07, 0.12, -1.03, -0.18, 0.28, -0.41, 0.38, 0.13, 0.35, 0.37, 0.27, -0.29, 1.12, -0.68, -0.41, 0.61, -1.47, -0.88, -0.18, 0.27, 0.36, 0.36, 0.38, 0.16, 0.48, 0.36, -0.58, 1.17, -0.67, -0.33, -0.53, -0.60, -0.68, 0.33, 0.40, 0.07, 0.34, 0.31, 0.37, 0.23, 0.14, 0.00, 0.56, -0.49, -0.23, 0.44, -1.39, -1.18, -0.18, 0.38, 0.47, 0.16, 0.27, 0.39, 0.37, 0.32, -0.48, 1.17, -0.63, -0.16, -0.64, -0.62, -0.95, 0.30, 0.45, 0.43, -0.02, 0.22, 0.37, 0.30, 0.29, -0.56, 1.11, -0.68, -0.37, 1.36, -1.07, -0.11, -0.17, -0.54, 0.20, 0.11, 0.45, 0.00, -0.34, 0.55, -0.47, -0.58, -0.03, -0.46, 0.52, 0.11, 0.17, -0.63, 0.38, 0.38, 0.08, 0.44, 1.01, -0.25, 0.31, -0.62, -0.75, -0.78, 0.19, -0.68, 0.09, 0.57, 0.41, 0.44]}